{"formula": "C4H12N4", "method": "wB97M-V/def2-TZVPD", "e_above_lowest_kcal_mol": 45.9, "spin_multiplicity": 1, "e_lumo_ev": 0.93, "total_energy_ev": -10301.28277, "homo_ev": -8.7, "symbols": ["N", "N", "N", "N", "C", "C", "C", "C", "H", "H", "H", "H", "H", "H", "H", "H", "H", "H", "H", "H"], "xyz": [[-1.138246, -1.053438, -0.877400], [0.682075, 0.648630, -1.255117], [-0.487537, -0.899629, 3.238236], [1.166921, 0.661488, 1.593615], [-0.458453, -0.016651, -0.203123], [0.504567, -0.386153, 0.880977], [0.146211, 0.900536, -2.575990], [-0.518552, -1.141461, 2.014851], [-0.518331, -1.764559, -1.240540], [-1.168256, 0.764941, 0.111377], [0.586293, 1.489275, 1.671721], [-0.777052, 1.507111, -2.566434], [-0.091579, -0.057277, -3.041862], [-1.136281, -1.967017, 1.658773], [0.181502, -0.159553, 3.474907], [-2.068498, -1.236042, -0.533830], [2.038423, 0.914614, 1.146732], [1.208519, -1.153413, 0.555262], [0.963041, 1.540102, -0.850663], [0.885232, 1.408495, -3.201491]], "atomic_forces_ev_per_a": [[0.3, 0.8, -0.1], [-1.9, -0.7, 1.3], [-0.4, 0.1, 0.7], [0.3, 0.3, -0.2], [2.9, 2.1, -2.6], [-2.9, -2.1, 3.1], [-0.5, 0.0, -0.2], [2.3, 0.5, -1.5], [-0.6, -0.3, 0.3], [0.2, -0.2, 0.0], [0.0, 0.0, 0.0], [0.2, -0.1, -0.1], [0.0, 0.2, -0.1], [-0.1, 0.2, -0.1], [0.1, -0.1, -0.3], [0.4, -0.6, -0.3], [0.0, 0.1, 0.0], [-0.1, 0.2, -0.1], [-0.1, -0.2, 0.1], [0.0, -0.1, 0.1]]}